Entry 1:
Entry from the Open Molecules 2025 dataset: a 12-piece molecular cluster, C48H100Br2N10O20 overall at a distorted geometry (ωB97M-V/def2-TZVPD).

```
180
Properties=species:S:1:pos:R:3:mulliken_spin:R:1
C 2.418 -0.095 4.582 0.002
C 3.240 0.533 3.394 0.005
C 2.769 2.022 3.056 0.005
C 3.120 2.935 4.288 -0.002
C 4.649 2.988 4.501 0.000
C 5.378 1.630 4.669 0.001
N 4.777 0.597 3.727 0.005
O 5.398 -0.686 3.820 -0.009
C 5.277 1.121 6.117 0.001
C 6.810 1.894 4.314 0.000
C 3.124 -0.275 2.095 0.033
H 2.026 0.544 5.373 -0.001
H 2.826 -1.033 4.958 0.000
H 1.482 -0.475 4.172 -0.002
H 1.694 2.106 2.896 -0.003
H 3.151 2.474 2.141 0.000
H 2.638 2.566 5.193 -0.001
H 2.694 3.924 4.118 0.001
H 4.892 3.563 5.394 0.000
H 5.179 3.521 3.712 0.000
H 5.739 1.873 6.756 0.000
H 5.704 0.127 6.247 0.000
H 4.228 1.014 6.395 0.000
H 6.807 1.986 3.228 0.000
H 7.480 1.044 4.440 0.000
H 7.320 2.733 4.787 0.000
H 3.308 -1.316 2.362 0.000
H 3.827 -0.135 1.274 0.001
H 2.149 -0.186 1.618 -0.010
C -4.737 -4.893 -3.191 0.000
C -4.095 -3.470 -3.103 0.000
C -4.930 -2.391 -3.892 0.000
C -6.176 -1.958 -3.144 0.000
C -5.826 -1.380 -1.793 0.001
C -5.043 -2.361 -0.894 -0.018
N -3.912 -3.107 -1.655 0.003
O -3.008 -3.894 -0.947 -0.004
C -6.082 -3.400 -0.352 0.000
C -4.429 -1.543 0.303 0.044
C -2.649 -3.397 -3.763 0.001
H -4.686 -5.392 -4.159 0.000
H -5.802 -4.805 -2.978 0.000
H -4.386 -5.588 -2.428 0.000
H -5.216 -2.844 -4.841 0.000
H -4.346 -1.491 -4.089 0.000
H -6.832 -2.818 -3.014 0.000
H -6.807 -1.318 -3.761 0.000
H -6.668 -0.936 -1.261 0.000
H -5.235 -0.472 -1.918 0.000
H -5.636 -4.079 0.375 0.000
H -6.563 -4.112 -1.022 0.000
H -6.770 -2.931 0.351 0.000
H -3.821 -0.715 -0.063 -0.002
H -3.743 -2.112 0.931 -0.020
H -5.259 -1.166 0.901 0.002
H -2.101 -4.210 -3.287 0.000
H -2.091 -2.469 -3.637 -0.001
H -2.716 -3.645 -4.822 0.000
C 3.799 -0.657 -1.555 -0.001
C 4.158 -1.215 -2.956 0.000
N 3.157 -0.921 -4.060 0.001
C 2.972 0.604 -4.069 0.000
C 3.800 -1.374 -5.422 0.000
C 5.126 -0.728 -5.932 0.000
C 1.818 -1.727 -3.798 0.004
C 1.819 -3.263 -3.661 0.000
O 2.368 -3.856 -4.751 0.000
C 2.113 -5.247 -4.914 0.000
H 2.825 -1.068 -1.290 0.000
H 3.836 0.432 -1.503 0.000
H 4.483 -1.051 -0.804 0.000
H 4.460 -2.259 -2.870 0.000
H 5.057 -0.666 -3.238 0.000
H 3.965 1.029 -3.927 0.000
H 2.212 0.950 -3.369 -0.001
H 2.644 0.887 -5.069 0.000
H 3.054 -1.126 -6.177 0.000
H 3.792 -2.458 -5.306 0.000
H 5.997 -0.820 -5.284 0.000
H 5.009 0.255 -6.388 0.000
H 5.459 -1.311 -6.791 0.000
H 1.239 -1.467 -4.684 0.000
H 1.411 -1.192 -2.940 -0.006
H 0.810 -3.620 -3.457 -0.001
H 2.297 -3.552 -2.725 0.000
H 2.548 -5.855 -4.121 0.000
H 2.513 -5.705 -5.819 0.000
H 1.029 -5.353 -4.890 0.000
C 0.530 4.871 1.662 0.001
C 1.550 4.700 0.593 0.001
N 1.068 4.977 -0.883 -0.003
C -0.390 4.529 -1.131 0.000
C 0.983 6.534 -1.179 0.000
C 2.344 7.323 -1.054 0.000
C 2.114 4.209 -1.795 0.000
C 1.937 4.415 -3.269 0.000
O 0.705 3.939 -3.678 0.000
C 0.338 4.283 -4.961 0.000
H -0.224 4.089 1.575 -0.001
H 0.025 5.824 1.505 0.000
H 0.934 4.852 2.674 0.000
H 1.844 3.654 0.673 0.001
H 2.496 5.164 0.874 0.000
H -0.320 3.441 -1.103 0.001
H -0.775 4.898 -2.081 0.000
H -1.138 4.899 -0.430 0.000
H 0.204 6.908 -0.514 0.000
H 0.564 6.640 -2.179 0.000
H 2.649 7.418 -0.012 0.000
H 2.263 8.332 -1.460 0.000
H 3.152 6.836 -1.599 0.000
H 2.002 3.138 -1.624 -0.002
H 3.117 4.376 -1.403 0.000
H 2.753 3.931 -3.807 0.000
H 2.114 5.420 -3.651 0.000
H 0.250 5.346 -5.188 0.000
H -0.696 4.009 -5.171 0.000
H 1.023 3.907 -5.720 0.000
C -1.146 -1.718 0.834 0.261
C -1.256 -1.014 1.960 0.033
C -0.762 0.403 2.075 -0.092
O -0.902 1.157 3.103 0.013
C -0.104 0.982 1.013 0.099
C 0.122 0.266 -0.259 -0.081
C -0.541 -1.194 -0.410 0.161
O -0.703 -1.757 -1.514 0.150
O 0.805 0.766 -1.121 -0.015
O -1.751 -1.657 2.961 0.402
H -1.501 -2.735 0.922 0.032
H 0.284 1.987 0.935 0.016
C -0.222 -5.822 -0.425 0.001
N -1.285 -6.849 -0.786 0.000
O -1.373 -7.876 -0.163 0.000
O -2.136 -6.608 -1.642 0.000
H 0.426 -6.384 0.248 0.000
H -0.701 -5.027 0.145 0.000
H 0.340 -5.531 -1.313 0.000
C -3.391 2.444 0.466 0.004
N -3.452 2.578 -0.981 -0.002
O -3.781 1.615 -1.650 0.000
O -3.294 3.708 -1.476 0.000
H -4.349 2.892 0.729 0.000
H -2.494 3.002 0.736 -0.002
H -3.300 1.417 0.821 -0.008
C -4.552 -3.192 4.091 0.004
N -5.533 -4.288 3.954 0.000
O -5.418 -5.117 4.858 0.000
O -6.481 -4.201 3.135 0.000
H -3.598 -3.630 3.798 -0.001
H -4.586 -2.853 5.126 -0.001
H -4.844 -2.349 3.464 -0.002
C -1.125 1.579 -3.436 -0.007
N -1.568 1.132 -4.819 0.000
O -2.755 0.944 -4.970 0.000
O -0.667 0.832 -5.638 0.000
H -1.456 2.613 -3.339 0.000
H -0.035 1.554 -3.438 0.000
H -1.481 0.841 -2.716 -0.002
C -0.046 3.342 5.842 -0.001
N -1.194 2.541 6.224 0.000
O -0.874 1.508 6.834 0.000
O -2.338 2.965 6.145 0.000
H -0.430 4.290 5.464 0.000
H 0.436 2.864 4.989 0.000
H 0.641 3.371 6.687 0.000
C -4.166 0.607 4.828 0.003
N -5.068 1.528 4.100 0.000
O -5.321 2.609 4.651 0.000
O -5.493 1.195 3.017 0.000
H -3.314 0.437 4.170 -0.003
H -4.691 -0.345 4.909 0.000
H -3.942 1.069 5.790 0.000
Br -0.204 -6.430 3.087 0.000
C 0.075 -4.481 3.322 -0.012
C 1.577 -4.123 3.642 0.001
Br 2.124 -4.992 5.414 0.000
H -0.565 -4.148 4.139 0.001
H -0.238 -3.962 2.416 0.014
H 1.534 -3.044 3.793 0.001
H 2.335 -4.336 2.888 0.000
```

Its expectation value of S² is 0.789. The LUMO energy (spin up / spin down) comes out at -10.8 / -10.8 eV. The total charge is +3. The largest force on an atom is 9.4 eV/A. As for the spin multiplicity: 2.

Entry 2:
Entry from the Open Molecules 2025 dataset: a 11-piece molecular cluster, C48H102N2O9 overall at a distorted geometry (ωB97M-V/def2-TZVPD).

```
161
Properties=species:S:1:pos:R:3:mulliken_spin:R:1
C 2.554 0.639 3.854 0.000
C 1.058 1.021 4.191 -0.003
C 1.098 1.501 5.626 0.000
O 2.419 1.179 6.076 0.000
C 2.980 0.234 5.221 0.000
H 3.181 1.475 3.543 0.000
H 2.559 -0.057 3.015 0.000
H 0.332 0.212 4.115 0.002
H 0.569 1.696 3.487 0.001
H 0.298 1.115 6.257 0.000
H 1.146 2.590 5.623 0.000
H 2.740 -0.827 5.287 0.000
H 4.045 0.253 5.457 0.000
C -3.090 2.804 -3.160 0.000
C -3.080 3.411 -1.743 0.000
C -3.932 4.660 -1.743 0.000
O -3.921 4.994 -3.163 0.000
C -3.823 3.796 -3.891 0.000
H -3.487 1.795 -3.048 0.000
H -2.060 2.787 -3.514 0.000
H -2.094 3.464 -1.280 0.000
H -3.537 2.722 -1.033 0.000
H -3.501 5.507 -1.208 0.000
H -4.979 4.526 -1.469 0.000
H -3.206 3.885 -4.786 0.000
H -4.700 3.354 -4.363 0.000
C 1.318 -4.839 -3.575 0.000
C 0.702 -3.672 -2.830 0.000
C 0.404 -4.424 -1.463 0.000
O 1.781 -4.929 -1.269 0.000
C 2.195 -5.566 -2.496 0.000
H 1.990 -4.572 -4.391 0.000
H 0.461 -5.402 -3.947 0.000
H -0.319 -3.349 -3.036 0.000
H 1.348 -2.826 -2.597 0.000
H -0.294 -5.258 -1.391 0.000
H 0.161 -3.777 -0.620 0.000
H 2.057 -6.647 -2.537 0.000
H 3.269 -5.493 -2.670 0.000
C 4.171 -2.568 -2.288 0.000
C 4.733 -1.147 -2.374 0.000
C 6.188 -1.423 -2.082 0.000
O 6.444 -2.518 -2.913 0.000
C 5.381 -3.439 -2.798 0.000
H 3.310 -2.749 -2.931 0.000
H 3.963 -2.827 -1.250 0.000
H 4.283 -0.426 -1.692 0.000
H 4.723 -0.699 -3.368 0.000
H 6.313 -1.632 -1.020 0.000
H 6.765 -0.550 -2.387 0.000
H 5.708 -4.202 -2.092 0.000
H 5.246 -3.788 -3.822 0.000
C 2.708 -3.258 2.119 0.000
C 2.237 -3.932 3.386 0.000
C 3.586 -4.301 4.007 0.000
O 4.487 -4.256 2.849 0.000
C 3.854 -4.087 1.651 0.000
H 3.077 -2.244 2.276 0.000
H 1.910 -3.247 1.376 0.000
H 1.596 -4.775 3.127 0.000
H 1.664 -3.251 4.015 0.000
H 3.441 -5.330 4.335 0.000
H 3.947 -3.550 4.710 0.000
H 3.521 -5.006 1.169 0.000
H 4.461 -3.471 0.987 0.000
C 0.975 0.786 -0.427 0.000
C 0.043 0.689 -1.651 0.000
C -1.086 -0.245 -1.103 -0.003
O -0.574 -0.806 0.063 0.004
C 0.842 -0.568 0.182 0.003
H 0.620 1.489 0.326 0.000
H 1.973 1.093 -0.741 0.000
H 0.596 0.263 -2.488 0.000
H -0.327 1.709 -1.755 0.000
H -1.244 -1.060 -1.810 0.000
H -2.052 0.223 -0.913 0.001
H 1.409 -1.333 -0.348 -0.001
H 1.271 -0.642 1.181 -0.001
C 2.500 -0.617 -5.639 0.000
C 2.466 0.773 -5.046 0.000
C 1.211 1.407 -5.808 0.000
O 0.417 0.296 -6.173 0.000
C 1.130 -0.938 -5.922 0.000
H 2.904 -1.438 -5.046 0.000
H 3.084 -0.552 -6.557 0.000
H 3.396 1.253 -5.352 0.000
H 2.495 0.663 -3.961 0.000
H 1.566 1.927 -6.698 0.000
H 0.695 2.002 -5.055 0.000
H 1.071 -1.569 -6.809 0.000
H 0.637 -1.417 -5.076 0.000
C -4.279 -1.389 -5.283 0.000
C -2.734 -1.080 -4.850 0.000
C -2.519 0.191 -5.534 0.000
O -3.865 0.796 -5.631 0.000
C -4.968 -0.008 -5.314 0.000
H -4.804 -2.019 -4.564 0.000
H -4.250 -1.924 -6.232 0.000
H -2.110 -1.934 -5.114 0.000
H -2.649 -0.994 -3.766 0.000
H -2.064 0.062 -6.516 0.000
H -1.876 0.782 -4.883 0.000
H -5.768 0.155 -6.036 0.000
H -5.337 0.307 -4.338 0.000
C -1.726 -4.055 2.672 0.001
C -2.348 -4.324 4.032 0.000
C -1.344 -3.548 4.879 0.000
O -1.260 -2.356 4.170 -0.001
C -1.411 -2.606 2.800 -0.011
H -2.417 -4.253 1.852 0.000
H -0.793 -4.608 2.562 0.000
H -2.399 -5.347 4.405 0.000
H -3.380 -3.989 4.139 0.000
H -0.381 -4.051 4.961 0.000
H -1.725 -3.365 5.884 0.000
H -0.440 -2.469 2.325 -0.007
H -2.220 -2.018 2.367 0.019
C -2.582 2.277 2.459 0.033
C -3.228 0.925 2.086 0.094
N -4.517 0.787 2.794 0.720
C -5.414 -0.011 1.989 0.028
C -5.872 0.622 0.685 0.044
C -4.207 0.235 4.132 0.009
C -5.214 0.859 5.057 0.029
H -2.010 2.580 1.582 0.002
H -2.052 2.152 3.403 -0.003
H -3.414 2.968 2.597 -0.015
H -3.289 0.786 1.007 -0.033
H -2.541 0.087 2.203 0.021
H -4.797 -0.872 1.731 0.056
H -6.199 -0.476 2.586 0.000
H -5.109 0.591 -0.092 -0.002
H -6.858 0.223 0.447 -0.002
H -6.059 1.690 0.804 -0.008
H -3.322 0.588 4.661 0.009
H -4.041 -0.841 4.183 0.016
H -5.250 1.924 4.827 -0.006
H -4.795 0.835 6.063 0.001
H -6.176 0.364 4.923 0.001
C 2.363 4.093 -0.151 0.000
C 1.256 4.284 1.004 0.000
N 1.719 5.151 2.086 0.001
C 0.525 5.815 2.685 0.000
C -0.156 6.882 1.760 0.000
C 2.582 4.354 2.969 0.000
C 3.457 5.344 3.786 0.000
H 3.317 3.716 0.217 0.000
H 2.550 5.085 -0.562 0.000
H 2.167 3.415 -0.981 0.000
H 0.383 4.637 0.455 0.000
H 0.931 3.327 1.412 0.000
H 0.922 6.392 3.520 0.000
H -0.195 5.116 3.110 0.000
H -0.825 7.525 2.333 0.000
H -0.714 6.333 1.002 0.000
H 0.626 7.500 1.319 0.000
H 2.129 3.644 3.661 0.000
H 3.284 3.854 2.302 0.000
H 4.284 4.812 4.257 0.000
H 4.039 6.003 3.143 0.000
H 2.986 5.781 4.667 0.000
```

Its expectation value of S² is 0.754. The LUMO energy (spin up / spin down) comes out at -2.3 / -7.3 eV. The total charge is +1. The largest force on an atom is 5.7 eV/A. As for the spin multiplicity: 2.